118
Properties=species:S:1:pos:R:3:lowdin_charge:R:1 method="wB97M-V/def2-TZVPD" homo_energy_ev=-6.6 charge=0 e_above_lowest_kj_mol=0.0 lumo_energy_ev=-0.105 spin_multiplicity=1 gap_ev=6.449 fmax_ev_per_a=2.0
Au -0.420 0.383 -0.194 0.5585
O 3.682 -0.911 1.389 -0.4697
S 2.647 -0.330 0.524 0.8891
C 2.827 -1.200 -1.054 -0.3423
C 4.031 -1.259 -1.738 -0.0582
C 4.132 -1.982 -2.909 -0.0603
C 3.016 -2.652 -3.419 -0.0619
C 1.820 -2.629 -2.732 -0.0667
C 1.713 -1.908 -1.543 -0.3585
P 0.237 -1.886 -0.519 0.9569
C -0.879 -3.053 -1.320 -0.3524
C -1.484 -2.624 -2.505 -0.1102
C -2.412 -3.423 -3.139 -0.0721
C -2.762 -4.648 -2.588 -0.0782
C -2.187 -5.061 -1.395 -0.0795
C -1.251 -4.270 -0.757 -0.0631
C 0.736 -2.737 1.002 -0.3825
C 0.006 -2.486 2.158 -0.0921
C 0.310 -3.160 3.326 -0.0659
C 1.342 -4.085 3.344 -0.0716
C 2.083 -4.317 2.197 -0.0658
C 1.788 -3.645 1.026 -0.0787
C 3.307 1.258 0.002 -0.3574
C 4.681 1.441 -0.033 -0.0864
C 5.214 2.614 -0.519 -0.0571
C 4.365 3.629 -0.976 -0.0651
C 3.003 3.505 -0.836 -0.0774
C 2.440 2.323 -0.333 -0.3211
P 0.782 2.315 0.402 0.9372
C 0.115 3.957 0.084 -0.3593
C -0.369 4.160 -1.215 -0.1073
C -1.038 5.323 -1.532 -0.0771
C -1.286 6.269 -0.549 -0.0579
C -0.822 6.065 0.743 -0.0713
C -0.125 4.920 1.066 -0.0970
C 1.131 2.194 2.163 -0.3647
C 2.012 3.091 2.775 -0.0873
C 2.333 2.933 4.106 -0.0704
C 1.824 1.864 4.831 -0.0640
C 0.993 0.941 4.213 -0.0600
C 0.655 1.100 2.888 -0.1105
H 4.894 -0.748 -1.343 0.1029
H 5.077 -2.033 -3.433 0.1070
H 3.099 -3.190 -4.352 0.1064
H 0.974 -3.189 -3.108 0.1010
H -1.216 -1.655 -2.910 0.1085
H -2.871 -3.090 -4.058 0.1090
H -3.497 -5.268 -3.078 0.1091
H -2.478 -6.003 -0.953 0.1098
H -0.805 -4.588 0.175 0.1105
H -0.820 -1.789 2.126 0.0867
H -0.261 -2.971 4.223 0.1068
H 1.572 -4.625 4.252 0.1044
H 2.894 -5.030 2.216 0.1069
H 2.363 -3.831 0.130 0.1156
H 5.314 0.656 0.355 0.1106
H 6.284 2.753 -0.544 0.1062
H 4.787 4.524 -1.406 0.1056
H 2.352 4.323 -1.112 0.1015
H -0.200 3.398 -1.968 0.1046
H -1.394 5.485 -2.538 0.0982
H -1.839 7.164 -0.788 0.1064
H -1.020 6.805 1.505 0.1087
H 0.238 4.772 2.072 0.0926
H 2.446 3.895 2.195 0.1143
H 2.983 3.652 4.583 0.1057
H 2.090 1.737 5.869 0.1049
H 0.606 0.100 4.770 0.1065
H 0.012 0.379 2.399 0.0580
C -2.581 0.596 0.621 -0.2580
Ge -3.742 2.069 0.048 1.0062
C -3.645 3.455 1.462 -0.2437
C -2.569 3.566 2.328 -0.1219
C -2.560 4.513 3.337 -0.0994
C -3.636 5.370 3.491 -0.0963
C -4.720 5.267 2.636 -0.0889
C -4.724 4.312 1.639 -0.1157
C -3.503 2.924 -1.728 -0.2679
C -4.081 4.173 -1.921 -0.1311
C -3.995 4.818 -3.141 -0.1012
C -3.318 4.217 -4.191 -0.1041
C -2.728 2.978 -4.008 -0.0913
C -2.824 2.336 -2.784 -0.1156
C -5.629 1.442 0.120 -0.2599
C -6.570 1.854 -0.812 -0.1041
C -7.889 1.445 -0.720 -0.0923
C -8.278 0.598 0.304 -0.0985
C -7.347 0.180 1.241 -0.0841
C -6.036 0.610 1.155 -0.1020
H -2.257 0.739 1.646 0.0001
H -1.719 2.906 2.200 0.0737
H -1.715 4.584 4.008 0.1025
H -3.640 6.113 4.276 0.0982
H -5.568 5.928 2.752 0.0997
H -5.581 4.218 0.984 0.0936
H -4.594 4.650 -1.098 0.0911
H -4.446 5.793 -3.272 0.1040
H -3.247 4.717 -5.148 0.1001
H -2.192 2.511 -4.825 0.1004
H -2.367 1.365 -2.642 0.0876
H -6.259 2.505 -1.620 0.0884
H -8.610 1.793 -1.449 0.0979
H -9.304 0.266 0.386 0.0968
H -7.654 -0.478 2.042 0.1008
H -5.311 0.299 1.897 0.1106
O -4.050 -1.094 -0.657 0.1650
B -3.175 -0.782 0.378 -0.8333
O -2.984 -1.894 1.202 0.1515
C -3.758 -2.871 0.683 -0.2094
C -3.945 -4.160 1.132 -0.0090
C -4.786 -4.967 0.380 -0.1143
C -5.433 -4.492 -0.753 -0.1092
C -5.270 -3.185 -1.187 0.0004
C -4.412 -2.385 -0.460 -0.1915
H -3.449 -4.512 2.022 0.1200
H -4.937 -5.993 0.683 0.1014
H -6.070 -5.160 -1.312 0.1012
H -5.787 -2.806 -2.054 0.1228

118
Properties=species:S:1:pos:R:3:lowdin_charge:R:1 method="wB97M-V/def2-TZVPD" homo_energy_ev="-2.3 / -2.3" charge=-2 e_above_lowest_kj_mol=0.0 lumo_energy_ev="3.822 / 3.821" spin_multiplicity=1 gap_ev="6.112 / 6.111" fmax_ev_per_a=1.0
Mo 0.865 1.068 -0.090 0.7979
O 1.961 2.491 6.861 -0.1004
C 1.801 2.224 5.695 -1.0362
S 3.003 2.529 4.433 0.9511
C 2.074 1.880 3.096 -1.1372
C 0.857 1.410 3.382 -1.1256
S -0.196 0.793 2.142 0.6367
S 0.323 1.487 5.049 0.9263
S 2.735 1.875 1.489 0.4461
Br 3.075 1.788 -1.451 0.0842
O 0.527 3.037 -0.236 -0.5806
Si 0.419 4.633 -0.350 0.4579
C -0.751 5.032 -1.785 -0.2237
C -2.063 5.476 -1.623 -0.0951
C -2.916 5.624 -2.711 -0.1009
C -2.470 5.323 -3.988 -0.1092
C -1.167 4.878 -4.174 -0.0894
C -0.321 4.738 -3.084 -0.0978
C -0.345 5.321 1.222 -0.2059
C -0.647 6.677 1.370 -0.1055
C -1.215 7.163 2.538 -0.1076
C -1.489 6.293 3.588 -0.1072
C -1.197 4.944 3.460 -0.0756
C -0.634 4.463 2.283 -0.0688
C 1.986 5.618 -0.704 -0.2065
C 1.887 6.842 -1.373 -0.1093
C 2.996 7.652 -1.573 -0.1095
C 4.238 7.247 -1.106 -0.1145
C 4.359 6.034 -0.443 -0.0881
C 3.245 5.230 -0.242 -0.1000
H -2.430 5.701 -0.627 0.0971
H -3.934 5.964 -2.558 0.0920
H -3.136 5.424 -4.837 0.0907
H -0.814 4.627 -5.168 0.0974
H 0.692 4.378 -3.241 0.1118
H -0.422 7.371 0.565 0.0975
H -1.438 8.219 2.635 0.0895
H -1.927 6.670 4.505 0.0906
H -1.399 4.258 4.274 0.0925
H -0.418 3.403 2.186 0.0465
H 0.927 7.164 -1.765 0.0938
H 2.892 8.594 -2.101 0.0894
H 5.110 7.872 -1.264 0.0886
H 5.326 5.703 -0.082 0.0985
H 3.352 4.285 0.271 0.0272
Cl 1.399 -1.509 -3.676 0.6833
C -0.299 -1.139 -3.443 -0.5909
C -1.200 -2.091 -3.889 -0.1251
C -2.554 -1.804 -3.872 -0.0967
C -2.971 -0.545 -3.465 -0.0934
C -2.050 0.378 -3.000 -0.0650
C -0.683 0.092 -2.901 -0.3042
C 0.310 1.035 -2.324 -0.2976
H -0.833 -3.046 -4.242 0.0960
H -3.271 -2.554 -4.178 0.0984
H -4.023 -0.292 -3.471 0.0997
H -2.394 1.351 -2.668 0.1068
H 0.014 2.074 -2.463 0.0362
H 1.252 0.861 -2.822 -0.0823
N -3.961 -2.810 5.979 0.0757
C -3.656 -2.764 4.608 -0.3275
C -4.527 -3.322 3.672 -0.0439
C -4.217 -3.295 2.323 -0.0607
C -3.028 -2.724 1.894 -0.2810
C -2.154 -2.175 2.820 -0.0738
C -2.467 -2.190 4.168 -0.0235
S -2.617 -2.726 0.162 0.5314
O -3.891 -2.644 -0.527 -0.3633
O -1.834 -3.918 -0.086 -0.3704
N -1.667 -1.477 -0.045 -0.1216
C -2.161 -0.239 -0.030 -0.7252
S -3.856 0.178 0.154 1.0532
C -3.461 1.856 0.083 -0.3957
C -2.141 2.015 -0.085 -0.2827
N -1.396 0.852 -0.147 -0.2102
H -4.950 -2.823 6.172 0.0741
H -3.498 -2.092 6.516 0.0787
H -5.456 -3.770 4.007 0.1012
H -4.905 -3.700 1.592 0.1106
H -1.242 -1.703 2.481 0.0473
H -1.785 -1.738 4.880 0.1098
H -4.205 2.632 0.146 0.0589
H -1.629 2.953 -0.182 0.0704
S 1.695 -0.868 -0.137 0.1492
Sb 1.091 -3.591 -0.851 1.4199
C 0.718 -5.322 -2.110 -0.3510
C -0.570 -5.850 -2.233 -0.1283
C -0.842 -6.864 -3.142 -0.1037
C 0.163 -7.365 -3.959 -0.1210
C 1.446 -6.846 -3.853 -0.1096
C 1.717 -5.836 -2.937 -0.1245
C 0.901 -4.540 1.058 -0.3810
C 0.831 -3.717 2.179 -0.1321
C 0.685 -4.261 3.449 -0.0900
C 0.600 -5.636 3.610 -0.1050
C 0.664 -6.465 2.498 -0.1015
C 0.816 -5.918 1.230 -0.1287
C 3.243 -3.840 -0.910 -0.3852
C 3.930 -4.636 0.004 -0.1134
C 5.315 -4.752 -0.043 -0.1030
C 6.040 -4.065 -1.005 -0.1138
C 5.372 -3.254 -1.912 -0.0946
C 3.990 -3.142 -1.859 -0.1569
H -1.369 -5.458 -1.615 0.0745
H -1.849 -7.257 -3.216 0.0936
H -0.051 -8.151 -4.674 0.0874
H 2.241 -7.225 -4.485 0.0911
H 2.729 -5.454 -2.870 0.0833
H 0.883 -2.637 2.066 0.0676
H 0.626 -3.605 4.310 0.1005
H 0.475 -6.060 4.600 0.0907
H 0.590 -7.540 2.617 0.0911
H 0.855 -6.574 0.367 0.0940
H 3.384 -5.173 0.770 0.0839
H 5.826 -5.374 0.684 0.0920
H 7.120 -4.147 -1.037 0.0893
H 5.928 -2.689 -2.651 0.0971
H 3.493 -2.474 -2.550 0.0325